w | Here is a single C5H7ClN2 molecule from the Open Molecules 2025 dataset. Energies are from ωB97M-V with the def2-TZVPD basis set.

The SMILES is [H]/N=C(/N)C#C[C@H](C)Cl. As for the LUMO energy: 0.57 eV. The HOMO-LUMO gap comes out at 10.089 eV.

XYZ file:
```
15
Properties=species:S:1:pos:R:3:nbo_charge:R:1
C -2.29455 1.06950 0.60991 -0.62
C -1.87607 0.08276 -0.38644 -0.29
C -0.45513 -0.04878 -0.35653 0.02
C 0.74586 -0.18434 -0.18175 -0.07
C 2.20931 -0.34972 -0.07718 0.37
H -2.32774 0.61372 1.70566 0.23
H -1.43122 1.83055 0.59930 0.23
H -3.27431 1.84560 0.37426 0.24
H -2.03352 0.71337 -1.37824 0.25
H 1.92926 -2.26536 0.81547 0.40
H 3.60274 -1.91320 0.04930 0.41
H 2.38080 1.16737 -1.18103 0.34
N 2.76728 -1.57141 0.50201 -0.84
N 3.00331 0.42247 -0.73898 -0.63
Cl -2.94602 -1.41256 -0.35576 -0.04
```

x | Here is a single C5H7ClN2 molecule from the Open Molecules 2025 dataset. Energies are from ωB97M-V with the def2-TZVPD basis set.

The SMILES is [H]/N=C(/N)C#C[C@H](C)Cl. As for the LUMO energy: 0.53 eV. The HOMO-LUMO gap comes out at 9.634 eV.

XYZ file:
```
15
Properties=species:S:1:pos:R:3:nbo_charge:R:1
C -1.97404 1.75439 0.52383 -0.64
C -1.63830 0.42795 -0.17186 -0.26
C -0.19006 0.16302 0.18821 0.01
C 0.99728 0.22134 0.12700 -0.08
C 2.49537 -0.03158 -0.01152 0.38
H -1.63805 1.77634 1.57633 0.22
H -1.27771 2.36263 -0.18109 0.24
H -3.08834 2.17433 0.71772 0.25
H -1.36228 0.80494 -1.38097 0.24
H 2.52537 -1.80021 1.24628 0.40
H 4.05849 -1.31235 0.17966 0.43
H 2.91208 1.41600 -1.25827 0.34
N 3.11412 -0.89397 0.73616 -0.78
N 3.27454 0.60929 -0.86524 -0.73
Cl -2.64657 -1.09645 -0.23118 -0.02
```

Best to worst by energy: w, x.

w | Here is a single C2H7N3 molecule from the Open Molecules 2025 dataset. Energies are from ωB97M-V with the def2-TZVPD basis set.

The SMILES is [H]/N=C\NNC. As for the LUMO energy: 1.04 eV. The HOMO-LUMO gap comes out at 10.244 eV.

XYZ file:
```
12
Properties=species:S:1:pos:R:3:nbo_charge:R:1
C 1.47016 -0.50966 -0.27104 -0.44
C -1.47111 0.34356 -0.22195 0.26
H 0.82839 -1.13821 -0.90773 0.19
H 2.01563 -1.24134 0.26592 0.19
H 2.14297 -0.06904 -1.02720 0.21
H 0.23572 0.08278 1.48133 0.35
H -0.23444 2.06349 -0.19241 0.40
H -2.12512 0.96015 -0.74445 0.15
H -1.34884 -1.27552 0.63446 0.31
N 0.80317 0.47153 0.79742 -0.43
N -0.23370 0.99874 -0.06395 -0.51
N -2.08283 -0.68647 0.24961 -0.69
```

x | Here is a single C2H7N3 molecule from the Open Molecules 2025 dataset. Energies are from ωB97M-V with the def2-TZVPD basis set.

The SMILES is [H]/N=C(\N)CN. As for the LUMO energy: 0.81 eV. The HOMO-LUMO gap comes out at 10.077 eV.

XYZ file:
```
12
Properties=species:S:1:pos:R:3:nbo_charge:R:1
C -0.41233 0.79998 0.12594 -0.29
C 0.02669 -0.57959 -0.12201 0.41
H 1.50206 1.19240 0.86221 0.36
H 0.34283 1.43376 1.68837 0.33
H -1.43528 0.90593 0.61695 0.22
H -0.70977 1.39807 -0.96900 0.18
H -0.43170 -2.11899 -1.23052 0.40
H -1.23952 -0.56926 -1.81275 0.42
H 1.39838 -2.00272 0.52186 0.35
N 0.47887 1.76224 0.87579 -0.77
N -0.56942 -1.14916 -1.20017 -0.81
N 1.04919 -1.07266 0.64333 -0.79
```

Best to worst by energy: x, w.